C5H5NS | ωB97M-V with the def2-TZVPD basis set

Geometry as ORCA input:
```
! RIJCOSX wB97M-V def2-TZVPD def2/J DEFGRID3
* xyz 0 1
H 1.5036 -0.8222 -0.0853
C -0.2923 0.5549 1.9350
S -1.2680 -0.9223 1.6252
H -0.7490 1.1822 2.7206
C 0.6124 -0.2521 -0.1309
C -2.1301 -1.1746 -1.9450
H 1.2726 1.5338 0.9755
N -0.6156 -1.1052 -0.0048
H 0.4803 0.0797 -1.2282
H -2.7397 -1.1466 -2.7882
C 0.5089 0.8015 0.9169
C -1.4767 -1.2050 -0.9525
*
```

Lowest unoccupied orbital energy   0.79 eV
HOMO level   -7.972 eV
Orbital gap   8.77 eV
SMILES   C#CN1CC=CS1
Relative energy (zero: lowest compared OMol25 entry of this formula, charge and spin)   341.3 kJ/mol
Strongest force on any atom   0.0866 hartree/bohr

Löwdin atomic charge list, values in e, 5 entries:
1 H 0.10
2 C -0.37
3 S 0.92
4 H 0.08
5 C -0.17



C6H12N3O3 | ωB97M-V with the def2-TZVPD basis set

Geometry as ORCA input:
```
! RIJCOSX wB97M-V def2-TZVPD def2/J DEFGRID3
* xyz 1 1
N -2.0798 0.8835 0.5987
H 0.7231 -1.1480 -1.9391
H -0.9651 0.8739 -1.8664
H 2.9807 1.7348 0.8470
C -2.8828 1.8489 -0.1046
H -0.8530 -3.2877 -0.7755
H -0.1785 -3.6290 0.8016
N 0.1816 -1.7056 0.2691
C -1.2253 0.0315 0.0628
C 2.0397 1.5702 1.4120
C -0.0185 -3.0980 -0.1218
C 1.6382 0.2677 -0.5645
H 1.8971 0.9674 2.2473
H 0.9308 -3.3333 -0.5484
H 1.6195 2.6193 1.4987
O 1.0596 1.0689 0.4652
O -2.8220 1.9111 -1.2871
N -0.6625 0.2151 -1.1793
H 2.3947 -0.3992 -0.1873
H -3.1927 2.5822 0.6263
O -0.8715 -1.0230 0.7569
H 2.1133 0.9244 -1.2006
H -2.3685 0.5488 1.4375
C 0.5417 -0.4237 -1.2486
*
```

Lowest unoccupied orbital energy (alpha / beta)   -4.05 / -4.05 eV
HOMO level (alpha / beta)   -13.208 / -13.208 eV
Orbital gap (alpha / beta)   9.16 / 9.16 eV
Relative energy (zero: lowest compared OMol25 entry of this formula, charge and spin)   375.5 kJ/mol
Strongest force on any atom   0.1063 hartree/bohr

Löwdin atomic charge list, values in e, 5 entries:
1 N 0.21
2 H 0.12
3 H 0.16
4 H 0.11
5 C -0.18